ORCA calculation (ωB97M-V with the def2-TZVPD basis set) on a 11-piece molecular cluster, C16H34F9N14O22S overall.

Geometry as XYZ:
```
96
Properties=species:S:1:pos:R:3:forces:R:3:lowdin_charge:R:1
N 8.40522 -3.81051 -0.31499 -0.19 0.36 -1.25 0.1935
C 7.40225 -3.13731 -0.90425 -1.64 0.67 1.20 -0.2596
N 6.31696 -2.71737 -0.02493 -0.56 1.22 -6.13 0.1853
C 5.45968 -2.10191 -0.98761 3.85 -2.28 -0.86 -0.1955
S 3.81396 -1.38798 -0.43750 0.24 1.40 7.15 0.8641
O 3.95860 0.02431 0.04407 0.00 -3.24 -3.10 -0.2729
O 3.39338 -2.23685 0.72746 0.88 1.11 -4.26 -0.2697
C 2.67519 -1.58000 -1.89629 0.21 0.52 -3.71 -0.3284
F 3.04812 -2.70180 -2.68500 -0.87 2.18 2.13 0.0771
F 2.92585 -0.45586 -2.73877 -0.32 -2.15 1.86 0.0559
C 1.11358 -1.53615 -1.56004 -0.40 1.66 0.18 -0.2335
F 0.44775 -1.37305 -2.78630 1.33 -0.71 2.67 0.1312
F 0.91170 -0.36245 -0.78506 0.50 -2.29 -1.85 0.0994
C 0.56281 -2.74917 -0.67919 -0.62 -1.15 1.82 -0.2129
F 1.38768 -3.88837 -0.68957 -1.33 2.53 -0.34 0.1101
F 0.44561 -2.33029 0.66993 0.47 -0.66 -3.04 0.0988
C -0.90690 -3.25730 -1.09167 -1.43 -1.98 1.22 -0.3413
F -1.39350 -3.95553 0.04038 1.01 1.51 -2.47 0.1009
F -1.81633 -2.23202 -1.32196 2.25 -2.06 -0.03 0.1207
F -0.84051 -4.20767 -2.10995 -0.28 2.76 1.79 0.1411
N 6.01023 -2.15628 -2.29572 -2.88 0.35 2.83 0.0499
N 7.21173 -2.79548 -2.27698 0.09 -0.67 4.10 0.1611
H 8.19527 -4.21118 0.61215 0.48 0.62 -0.60 0.1328
H 9.33082 -3.88584 -0.75928 -0.87 -0.22 0.59 0.1473
H 5.53734 -1.75566 -3.12576 1.06 -0.29 0.35 0.1443
H 7.83067 -3.01119 -3.07127 -0.82 0.44 0.36 0.2057
C -4.79534 -1.82415 -1.45335 0.10 0.05 0.37 0.0370
N -5.97352 -1.27777 -2.17536 -0.09 -0.08 -0.12 -0.4283
O -6.56408 -0.34216 -1.66150 0.13 -0.25 -0.25 0.0562
O -6.26497 -1.80559 -3.23241 -0.01 0.33 0.36 0.0736
H -4.65244 -1.26032 -0.53197 -0.16 -0.14 -0.33 0.0557
H -5.00015 -2.87178 -1.23634 0.05 0.05 -0.18 0.1122
H -3.93269 -1.71748 -2.10804 -0.23 -0.13 -0.09 0.0850
C -2.32368 -4.25342 3.48353 0.27 0.10 -0.20 0.0407
N -3.72969 -4.70045 3.65840 -0.32 -0.09 0.03 -0.4493
O -4.38425 -4.89677 2.64930 0.14 0.05 0.34 0.0606
O -4.12406 -4.83769 4.80077 0.13 0.04 -0.46 0.0720
H -2.11135 -4.17467 2.41978 -0.13 -0.04 0.14 0.0693
H -2.22417 -3.28405 3.96974 -0.01 -0.16 0.08 0.1025
H -1.68141 -4.99813 3.95116 -0.09 0.13 0.08 0.1022
C -8.22433 2.02308 -2.46734 0.13 -0.26 -0.10 0.0264
N -8.94084 3.03673 -3.28457 -0.11 0.18 -0.06 -0.4438
O -8.96949 2.86378 -4.49149 -0.06 0.15 0.32 0.0564
O -9.44758 3.96779 -2.68699 0.17 -0.31 -0.32 0.0694
H -7.82690 1.25745 -3.12824 -0.11 0.15 0.08 0.0633
H -7.41955 2.53405 -1.94145 -0.17 -0.02 0.05 0.1011
H -8.94261 1.59498 -1.77012 0.11 0.12 0.01 0.1074
C 5.54412 1.96919 -3.54374 0.08 0.38 -0.04 0.0697
N 6.37071 0.78023 -3.20911 0.02 0.78 0.28 -0.4012
O 7.14681 0.87753 -2.28023 -0.27 -0.59 -0.47 0.0951
O 6.21033 -0.22267 -3.89818 0.21 0.30 -0.19 -0.0001
H 5.79166 2.77455 -2.85515 -0.04 -0.30 -0.12 0.0681
H 5.77733 2.25266 -4.56956 -0.10 -0.20 0.02 0.1178
H 4.49850 1.68192 -3.44074 0.10 -0.02 -0.10 0.1032
C -2.58324 1.27360 -0.07705 0.25 0.28 -0.14 0.0602
N -3.06235 0.61409 1.16585 0.05 0.03 0.18 -0.4198
O -2.50613 0.91148 2.20637 -0.29 -0.27 -0.26 0.0684
O -3.98086 -0.17893 1.05080 0.43 0.34 0.37 0.0507
H -1.76842 1.94918 0.17657 -0.14 -0.07 0.09 0.0924
H -2.24057 0.49098 -0.75288 -0.18 0.04 0.02 0.0837
H -3.42231 1.82312 -0.50147 0.03 -0.16 -0.02 0.1098
C 5.78391 3.30508 0.57237 0.09 -0.12 0.32 0.0496
N 5.48919 4.37668 -0.41379 0.14 0.52 0.23 -0.4275
O 5.79914 5.51091 -0.11567 -0.22 -0.51 -0.33 0.1040
O 4.95323 4.03413 -1.45821 0.09 0.19 0.30 0.0248
H 6.25589 3.75224 1.44459 -0.07 0.05 -0.18 0.1000
H 4.83772 2.83775 0.84200 0.09 -0.03 -0.15 0.0974
H 6.45446 2.59290 0.09261 -0.16 0.01 -0.03 0.0905
C -2.30732 3.88299 3.85850 -0.19 -0.19 -0.23 0.0334
N -1.34051 4.67077 3.05008 -0.04 0.00 -0.10 -0.4412
O -1.19310 4.35199 1.88088 0.14 0.23 0.27 0.0465
O -0.76272 5.58100 3.61600 -0.09 -0.34 -0.33 0.0618
H -2.74275 3.11077 3.22871 0.15 0.12 0.04 0.0732
H -1.75917 3.44062 4.68594 -0.11 0.18 -0.08 0.0824
H -3.07415 4.56826 4.21430 0.22 -0.04 0.13 0.1044
C 6.36276 -1.47771 3.74601 -0.29 0.12 -0.25 0.0502
N 7.57668 -2.32890 3.84955 0.16 -0.02 0.29 -0.4416
O 7.90132 -2.96884 2.86056 0.10 0.01 0.13 0.0223
O 8.15916 -2.32627 4.91331 -0.18 -0.09 -0.57 0.0944
H 5.94821 -1.57886 2.74489 0.11 -0.08 0.11 0.0725
H 5.65293 -1.82584 4.49474 0.14 0.11 0.02 0.1080
H 6.66592 -0.44933 3.93671 -0.02 -0.13 0.14 0.1044
C -8.42411 -0.01287 -6.26084 -0.31 0.04 0.19 0.0365
N -7.78114 0.07564 -7.59765 -0.05 0.10 -0.24 -0.4486
O -8.36339 0.70869 -8.45880 0.34 -0.28 0.21 0.0705
O -6.71252 -0.49528 -7.73322 -0.30 0.21 -0.02 0.0497
H -9.36180 0.53781 -6.28500 0.18 -0.01 -0.08 0.0929
H -8.60069 -1.06675 -6.05064 0.18 0.08 0.02 0.1018
H -7.73879 0.42516 -5.53754 -0.03 -0.14 -0.08 0.0828
C -1.47172 4.55734 7.80681 0.21 0.16 0.20 0.0499
N -2.46258 3.46325 7.63173 -0.12 -0.25 0.32 -0.4349
O -2.59629 2.67694 8.54917 -0.04 0.23 -0.49 0.0840
O -3.07163 3.43560 6.57432 0.09 -0.09 0.52 0.0327
H -1.00974 4.45782 8.78658 -0.13 -0.07 -0.12 0.0972
H -0.72813 4.45708 7.01719 -0.15 0.11 -0.02 0.0966
H -2.00783 5.50176 7.72686 0.07 -0.10 -0.14 0.1063
```
Positions in Å, forces in eV/Å.

The total energy is -118302.521 eV. The charge is +1. For the lowest unoccupied orbital energy, the calculation gives -4.84 eV.



ORCA calculation (ωB97M-V with the def2-TZVPD basis set) on a 3-piece molecular cluster, C8H12NOPS overall.

Geometry as XYZ:
```
24
Properties=species:S:1:pos:R:3:forces:R:3:lowdin_charge:R:1
C 2.10689 -1.43210 -0.14791 -0.20 3.45 0.16 0.0037
C 1.81110 0.91092 -0.75034 2.45 2.77 -1.60 -0.0526
C 3.35019 -1.13165 0.27517 0.37 -3.85 -0.43 -0.1456
C 3.18918 1.11104 -0.66972 -1.43 -0.46 1.83 -0.0764
C 1.17032 -0.33576 -0.62874 0.66 -3.27 1.18 -0.3244
C 4.00310 0.06926 -0.01704 2.63 2.58 -0.13 -0.7404
C -0.64338 -3.32671 0.18062 -0.18 -0.28 -2.79 0.1030
C -0.12210 -0.67174 -0.78077 0.84 0.16 -0.15 -0.2011
N -0.57883 5.28601 1.57113 -0.46 -1.46 -1.75 -0.0129
O -2.78702 -0.75391 -0.86967 0.68 0.53 -0.14 -0.3895
P -1.50819 0.25477 -1.26686 -1.11 -0.44 -2.02 0.8139
S 5.64590 0.40620 0.40422 -2.57 -0.66 -0.66 0.6283
H 1.64703 -2.32566 0.07045 -0.60 -1.96 0.16 0.0392
H 1.23773 1.75170 -1.13547 -0.13 -0.03 0.26 0.1047
H 3.96719 -2.02446 0.60140 -0.65 1.42 0.06 0.1306
H 3.69464 2.09697 -0.68991 -0.73 -0.65 -0.56 0.1045
H -1.30056 -3.40752 -0.73498 0.60 0.13 1.55 0.0285
H 0.32453 -3.79254 0.10196 -0.01 -0.31 0.07 -0.0194
H -0.75102 -2.57480 0.89777 -0.62 0.77 1.06 -0.0334
H -1.21733 5.39226 0.75283 0.55 0.47 0.90 0.0175
H -1.09929 5.53390 2.38918 -0.41 0.22 0.45 -0.0144
H -0.52950 4.24939 1.58057 0.32 0.76 0.39 0.0092
H -3.51548 -0.18609 -0.59976 -0.15 -0.09 0.09 0.0236
H -1.48497 0.00744 -2.80933 0.15 0.18 2.07 0.0034
```
Positions in Å, forces in eV/Å.

Its energy above the lowest of the compared OMol25 structures with the same formula, charge and spin is 179.91 kcal/mol. The total energy is -32145.801 eV. The charge is 0. For the lowest unoccupied orbital energy (spin up / spin down), the calculation gives -1.85 / -1.91 eV.



ORCA calculation (ωB97M-V with the def2-TZVPD basis set) on one molecule with the formula C5H7N.

Geometry as XYZ:
```
13
Properties=species:S:1:pos:R:3:forces:R:3:lowdin_charge:R:1
C 1.10622 -0.06889 -0.74368 -0.02 0.16 0.06 -0.0939
C 0.58738 1.12537 -0.45144 0.13 -0.12 -0.09 -0.0603
C -0.50895 1.00803 0.55658 0.03 0.36 -0.11 -0.2725
N -1.63822 0.27661 -0.00838 0.01 -0.05 -0.62 0.0377
C -0.62886 -0.44418 0.82423 -1.10 -0.19 -0.35 -0.2441
C 0.53235 -1.15717 0.14152 -0.13 -0.08 -0.09 -0.1411
H 1.81864 -0.26257 -1.54040 -0.08 0.02 0.16 0.0991
H 0.77573 2.05384 -0.98003 0.19 -0.09 0.15 0.1033
H -0.70545 1.81064 1.26170 -0.12 -0.15 -0.12 0.1290
H -1.47088 0.06590 -0.98379 0.05 0.40 -0.32 0.0895
H -1.36772 -0.86373 1.48847 1.32 -0.41 1.36 0.1286
H 1.30606 -1.50286 0.84441 -0.36 0.07 0.04 0.1144
H 0.19369 -2.04096 -0.40920 0.08 0.09 -0.08 0.1104
```
Positions in Å, forces in eV/Å.

Its energy above the lowest of the compared OMol25 structures with the same formula, charge and spin is 47.48 kcal/mol. The total energy is -6786.454 eV. The charge is 0. For the lowest unoccupied orbital energy, the calculation gives 1.17 eV.



Taking the records one at a time from the top gives max |F| values of 7.29 4.03 1.94 eV Å⁻¹.